# 1
{
  "formula": "CH5N4S",
  "method": "the ωB97M-V functional and the def2-TZVPD basis",
  "total_charge": 1,
  "lumo_energy_ev": [-5.72, -5.72],
  "gap_ev": [7.262, 7.263],
  "elements": ["C", "N", "N", "N", "N", "S", "H", "H", "H", "H", "H"],
  "coordinates": [[0.336, -0.282, 0.292], [-1.752, -0.096, -2.682], [-0.830, -0.184, -1.792], [0.774, 0.111, 1.453], [1.860, -0.266, 2.166], [-1.124, 0.333, -0.293], [-2.610, 0.406, -2.380], [0.414, 0.965, 2.100], [2.539, -0.815, 1.726], [-1.544, -0.480, -3.611], [1.936, 0.307, 3.022]],
  "forces_ev_per_angstrom": [[2.275, -0.421, 2.167], [0.560, 0.789, 1.876], [-1.061, -0.775, -1.764], [-2.285, 3.374, 0.965], [-1.031, 0.804, 1.306], [-0.290, 0.526, -0.064], [0.226, -0.628, -1.174], [-0.072, -2.267, -2.249], [1.214, -0.719, -0.486], [-0.280, 0.393, 0.480], [0.744, -1.075, -1.058]]
}

# 2
{
  "formula": "C14H19ClN2O3Yb",
  "method": "the ωB97M-V functional and the def2-TZVPD basis",
  "total_charge": 2,
  "lumo_energy_ev": -10.69,
  "gap_ev": 2.274,
  "elements": ["C", "C", "C", "N", "C", "C", "C", "C", "O", "C", "O", "C", "C", "C", "C", "N", "C", "Cl", "C", "O", "H", "H", "H", "H", "H", "H", "H", "H", "H", "H", "H", "H", "H", "H", "H", "H", "H", "H", "H", "Yb"],
  "coordinates": [[2.704, 3.804, 0.549], [1.308, 3.141, 1.178], [-0.023, 3.511, 0.277], [-0.045, 2.885, -1.100], [-0.854, 1.611, -1.161], [-0.296, 0.297, -1.636], [1.251, 0.098, -2.141], [2.141, -0.616, -0.924], [2.765, -1.903, -1.367], [-1.276, -1.056, -1.611], [-1.303, -1.944, -2.619], [-2.244, -1.170, -0.252], [-2.527, -2.572, 0.554], [-1.187, -2.843, 1.518], [-0.391, -4.311, 1.460], [-0.658, -1.916, 2.382], [-2.827, 0.156, 0.201], [-3.953, 0.197, 1.710], [-2.445, 1.545, -0.650], [-3.351, 2.498, -0.887], [3.395, 2.942, 0.159], [3.241, 4.392, 1.411], [2.455, 4.558, -0.335], [1.174, 3.677, 2.236], [1.434, 2.001, 1.415], [-0.956, 3.282, 0.945], [0.019, 4.690, 0.102], [0.956, 2.755, -1.360], [1.328, -0.665, -3.056], [1.788, 1.075, -2.496], [3.029, 0.058, -0.564], [1.429, -0.917, -0.015], [3.751, -1.735, -1.407], [-3.485, -2.570, 1.228], [-2.539, -3.492, -0.206], [-0.282, -4.732, 2.570], [-1.083, -5.043, 0.839], [0.678, -4.169, 0.968], [-1.247, -1.055, 2.351], [-1.873, -6.464, -0.267]],
  "forces_ev_per_angstrom": [[-0.523, -0.356, 0.085], [0.216, 1.096, 0.573], [0.609, 1.581, 1.507], [-1.748, -2.815, 1.308], [1.913, -3.053, -0.450], [-1.385, 2.048, 0.825], [0.114, -1.077, 0.036], [-0.013, -0.360, 0.349], [0.749, 1.961, 0.365], [0.151, -1.665, -3.486], [0.214, 4.726, 6.648], [-1.669, 3.587, 0.752], [1.725, 0.215, -0.020], [1.294, 2.756, 2.458], [0.287, 1.642, 1.214], [-2.713, -4.288, -4.013], [1.689, -3.731, -1.351], [1.913, 0.149, -2.724], [-3.242, 4.367, -0.866], [6.048, -6.499, 1.802], [-1.166, 1.840, 0.672], [-0.911, -1.205, -1.888], [0.575, -1.617, 1.896], [-0.009, -1.240, -2.331], [-0.335, 2.054, -0.702], [1.525, 0.305, -1.685], [-0.217, -2.577, 0.491], [-1.315, -0.332, -0.121], [-0.495, 1.699, 2.038], [-1.370, -1.713, 0.773], [-2.040, -0.974, -0.530], [1.546, 0.924, -1.914], [-1.808, -0.373, -0.031], [1.800, 0.201, -1.469], [-0.241, 1.777, 1.059], [-0.275, 0.783, -2.567], [1.376, 1.646, 1.336], [-2.347, -0.528, 0.802], [0.412, -0.601, -0.149], [-0.333, -0.355, -0.693]]
}

# 3
{
  "formula": "C4H11NO2",
  "method": "the ωB97M-V functional and the def2-TZVPD basis",
  "lumo_energy_ev": 0.51,
  "gap_ev": 9.233,
  "elements": ["C", "N", "C", "C", "C", "O", "H", "H", "H", "H", "H", "H", "H", "H", "H", "H", "H", "O"],
  "coordinates": [[-0.088, -0.448, 2.232], [0.258, 0.385, 1.054], [0.759, 1.759, 1.310], [-0.499, 0.211, -0.263], [-0.914, -1.170, -0.308], [-1.967, -1.702, -0.790], [-1.017, -0.256, 2.737], [0.012, -1.576, 2.035], [0.752, -0.237, 2.922], [1.676, 1.823, 1.787], [0.048, 2.485, 1.647], [0.850, 2.179, 0.298], [0.346, 0.373, -1.025], [-1.369, 0.893, -0.360], [-0.176, -1.956, -0.291], [0.455, -0.406, -4.959], [0.073, -1.257, -3.684], [0.801, -1.102, -4.342]],
  "forces_ev_per_angstrom": [[1.979, -0.654, -0.731], [-0.323, -0.107, -0.130], [-2.337, -0.919, -3.249], [1.633, 1.958, 2.189], [-3.263, -4.556, -4.084], [2.289, 2.960, 1.944], [-0.695, 0.266, 0.122], [-0.332, 1.675, -0.015], [-0.586, -0.146, 0.030], [1.639, -0.181, 1.154], [-0.803, 0.163, 1.304], [0.752, -0.176, 0.007], [-1.646, -0.171, 0.533], [0.505, -0.177, -0.222], [1.232, 0.075, 1.123], [0.384, -1.021, 0.960], [0.937, 0.269, -1.052], [-1.362, 0.740, 0.119]]
}

Taking the records one at a time from the top gives E values of -17901.7180 -67970.2629 -9908.9833 eV.
Taking the records one at a time from the top gives ΔE to the lowest compared entry with this formula, charge and spin values of 276.4 992.8 314.4 kJ/mol.